This record from OMol25 describes an isolated molecule of C5H7N. The level of theory is the ωB97M-V functional and the def2-TZVPD basis.

Last column: Mulliken charge in e.
Cartesian coordinates (Å):
N: 0.5050 -1.5320 -0.8070  0.02
C: 0.5079 -1.6721 0.5541  -0.51
C: -0.1329 0.4322 0.0252  0.78
C: -0.5745 1.8624 0.1453  -1.12
C: 0.1197 -0.4737 1.0984  -0.52
C: 0.1142 -0.2590 -1.1369  -0.78
H: 0.2728 2.5520 0.2412  0.23
H: -1.1555 2.1733 -0.7297  0.32
H: 0.0455 0.0572 -2.1692  0.36
H: 0.7268 -2.2587 -1.4666  0.19
H: 0.0175 -0.2590 2.1552  0.36
H: -1.2064 1.9993 1.0293  0.31
H: 0.7796 -2.6099 1.0184  0.38

Force components x, y, z for each atom (eV/Å):
0.01 -0.04 0.00
0.01 -0.02 0.00
0.02 -0.05 -0.07
-0.04 0.05 0.00
0.01 -0.01 0.01
-0.03 0.09 0.02
-0.09 -0.13 0.00
0.10 -0.05 0.13
0.00 -0.06 0.16
-0.03 0.12 0.12
0.02 -0.05 -0.17
0.08 -0.02 -0.14
-0.04 0.15 -0.06

For the molar mass, the calculation gives 81.12 g mol⁻¹. For the gap between HOMO and LUMO, the calculation gives 9.205 eV. The value obtained for the energy is -6788.4423 eV. Its SMILES is Cc1cc[nH]c1. The value obtained for the energy above the lowest of the compared OMol25 structures with the same formula, charge and spin is 0.070 eV. The charge is 0.